No. 1
Below is the molecule C8H12N2OS at a distorted geometry, with properties calculated with the ωB97M-V functional and the def2-TZVPD basis.

## Properties
* LUMO level (spin up / spin down): -1.130 / -0.714 eV
* ΔE to the lowest compared entry with this formula, charge and spin: 127.9 kcal per mole
* energy: -24348.8075 eV
* frontier orbital gap (spin up / spin down): 8.82 / 7.61 eV
* charge: 0
* multiplicity: 1

Atoms and positions in Å:
C -0.189 3.201 -0.941
C 1.211 -1.111 -0.280
C -0.211 -1.424 -0.681
C -1.047 0.592 0.545
C 0.724 3.369 0.097
C 1.442 0.409 -0.091
C -1.306 -0.914 0.342
C 0.408 0.807 0.952
N -1.055 3.288 -1.694
N 1.460 1.098 -1.362
O -2.602 -1.017 -0.125
S 0.873 2.439 1.538
H 1.439 -1.636 0.696
H 1.779 -1.751 -1.087
H -0.524 -1.099 -1.694
H -0.255 -2.549 -0.736
H -1.561 1.064 -0.304
H -1.489 1.053 1.457
H 1.238 4.328 0.076
H 2.447 0.532 0.480
H -1.396 -1.528 1.324
H 0.397 0.013 1.863
H 0.531 1.020 -1.781
H -2.613 -0.337 -0.870

No. 2
Below is the molecule C8H12N2OS at a distorted geometry, with properties calculated with the ωB97M-V functional and the def2-TZVPD basis.

## Properties
* LUMO level (spin up / spin down): 0.726 / -2.439 eV
* ΔE to the lowest compared entry with this formula, charge and spin: 12.4 kcal per mole
* energy: -24348.2846 eV
* ⟨S²⟩: 2.0043
* frontier orbital gap (spin up / spin down): 5.32 / 5.90 eV
* charge: 0
* multiplicity: 3

Atoms and positions in Å:
C -2.706 0.936 0.792
C -1.385 0.765 1.180
C -1.957 -0.785 -0.500
C 1.157 -1.002 1.685
C 0.336 -0.891 0.243
C 1.471 -0.084 -0.387
C 1.709 -0.425 -1.916
C 1.287 1.404 -0.266
N -3.054 0.034 -0.200
N -0.908 -0.306 0.254
O -1.916 -1.840 -1.177
S 2.749 -0.848 0.804
H -3.365 1.733 1.144
H -0.825 1.323 1.950
H 1.014 -0.114 2.265
H 1.084 -1.872 2.370
H 0.291 -1.898 -0.129
H 1.626 -1.486 -2.043
H 2.693 -0.165 -2.342
H 0.927 0.134 -2.530
H 2.306 1.930 -0.105
H 0.677 1.543 0.709
H 0.599 1.901 -0.947
H -3.810 0.015 -0.854

No. 3
Below is a structure of composition C8H12N2PV at a distorted geometry, with properties calculated with the ωB97M-V functional and the def2-TZVPD basis.

## Properties
* LUMO level (spin up / spin down): 3.208 / 3.260 eV
* ΔE to the lowest compared entry with this formula, charge and spin: 45.1 kcal per mole
* energy: -46440.2846 eV
* ⟨S²⟩: 3.7916
* frontier orbital gap (spin up / spin down): 2.75 / 6.62 eV
* charge: -1
* multiplicity: 4

Atoms and positions in Å:
C -0.536 1.579 -0.579
C 0.499 2.294 -1.258
C 1.632 2.775 -0.554
C 1.916 2.212 0.695
C 1.227 1.064 1.117
V 0.708 0.266 -0.463
P -0.181 -1.195 -2.532
H -1.577 1.680 -0.883
H 0.372 2.563 -2.309
H 2.261 3.584 -0.953
H 1.353 0.665 2.131
H 2.689 2.646 1.334
H 0.239 -2.488 -3.001
H -0.356 -0.676 -3.847
H -1.563 -1.511 -2.331
N -0.975 -2.660 1.662
C -1.472 -1.551 2.353
C -1.123 -0.470 1.618
N -0.449 -0.900 0.471
C -0.345 -2.254 0.552
H -1.141 -3.634 1.877
H -1.984 -1.631 3.299
H -1.291 0.571 1.778
H 0.098 -2.929 -0.176

No. 4
Below is the ion C8H12N3O with charge +1 at a distorted geometry, with properties calculated with the ωB97M-V functional and the def2-TZVPD basis.

## Properties
* LUMO level: -6.220 eV
* ΔE to the lowest compared entry with this formula, charge and spin: 139.2 kcal per mole
* energy: -14995.9436 eV
* frontier orbital gap: 9.23 eV
* charge: +1
* SMILES: C[n+]1onc(C(C)(C)C)c1C#N
* multiplicity: 1

Atoms and positions in Å:
C -3.685 0.379 -0.260
N -2.262 0.614 -0.036
O -1.707 1.796 -0.222
N -0.448 1.806 -0.030
C -0.051 0.561 0.173
C 1.375 0.026 0.080
C 2.298 1.236 0.116
C 1.422 -0.790 -1.253
C 1.643 -0.898 1.262
C -1.101 -0.236 0.278
C -1.247 -1.619 0.375
N -1.526 -2.734 0.467
H -3.984 -0.668 -0.060
H -4.171 1.150 0.358
H -3.929 0.800 -1.293
H 3.315 1.143 -0.268
H 1.923 2.098 -0.384
H 2.538 1.723 1.044
H 1.142 -0.148 -2.239
H 2.264 -1.293 -1.588
H 0.699 -1.516 -1.169
H 2.724 -1.154 1.123
H 1.721 -0.363 2.234
H 1.047 -1.913 1.293

No. 5
Below is the ion C8H12N3O with charge +1 at a distorted geometry, with properties calculated with the ωB97M-V functional and the def2-TZVPD basis.

## Properties
* LUMO level: -3.247 eV
* ΔE to the lowest compared entry with this formula, charge and spin: 71.4 kcal per mole
* energy: -14998.8823 eV
* frontier orbital gap: 8.41 eV
* charge: +1
* SMILES: NO[C@@H]1[NH2+]Cc2cccc(N)c21
* multiplicity: 1

Atoms and positions in Å:
N 1.394 -2.971 0.723
O 1.020 -1.727 0.041
C 0.853 -0.643 0.878
N -0.277 -1.040 1.775
C -1.474 -0.594 1.043
C -1.182 0.509 0.121
C -2.051 1.303 -0.589
C -1.501 2.127 -1.586
C -0.123 2.129 -1.785
C 0.784 1.364 -1.039
N 2.084 1.294 -1.335
C 0.183 0.587 -0.035
H 2.253 -3.383 0.197
H 0.641 -3.645 0.775
H 1.787 -0.431 1.369
H -0.357 -0.473 2.724
H -0.223 -1.953 2.221
H -2.255 -0.364 1.733
H -1.803 -1.475 0.464
H -3.181 1.231 -0.412
H -2.106 2.416 -2.488
H 0.334 2.885 -2.462
H 2.522 2.026 -1.704
H 2.679 0.828 -0.627

> What is the formula in the fifth record?

C8H12N3O